{"formula": "C4H9NO2S", "method": "wB97M-V/def2-TZVPD", "symbols": ["C", "C", "C", "C", "N", "O", "O", "S", "H", "H", "H", "H", "H", "H", "H", "H", "H"], "coordinates": [[-1.0994, -0.1305, -1.4027], [-1.6621, -0.8359, 0.9512], [-0.0366, 1.0269, 0.5623], [-0.5788, -0.2939, 0.0226], [3.7992, 0.1719, 0.0528], [4.8007, 0.7150, 0.3689], [3.1981, -0.0470, -0.9373], [0.7815, -1.5059, -0.0033], [-1.4409, -1.0831, -1.7980], [-1.9320, 0.5700, -1.4142], [-0.3147, 0.2480, -2.0525], [-2.4598, -0.1027, 1.0536], [-1.2482, -1.0346, 1.9383], [-2.0849, -1.7627, 0.5684], [0.3819, 0.8877, 1.5575], [0.7384, 1.4218, -0.0907], [-0.8423, 1.7551, 0.6232]], "forces_ev_per_a": [[-0.09, 0.04, 0.19], [0.21, -0.21, 0.06], [-0.01, -0.13, 0.06], [0.27, -0.02, -0.26], [-0.35, -0.34, 1.06], [0.19, 0.16, -0.47], [0.30, 0.28, -0.65], [-0.19, -0.22, 0.22], [-0.04, -0.08, -0.04], [-0.13, 0.15, -0.05], [0.05, 0.05, -0.10], [-0.10, 0.10, -0.05], [-0.03, 0.02, 0.10], [-0.06, -0.05, -0.04], [0.02, 0.02, 0.04], [0.07, 0.07, -0.04], [-0.11, 0.16, -0.03]], "homo_lumo_gap_ev": [7.72, 7.09], "lumo_ha": [-0.0517, -0.0601], "relative_energy_ev": 5.406, "e_tot_ha": -761.0648, "max_force_ev_per_a": 1.17, "homo_ev": [-9.13, -8.72]}